Computed, not measured: a structure of composition C5H15IN2O2Re in a non-equilibrium geometry, with wB97M-V/def2-TZVPD.

Net charge: +2
Strongest force on any atom, eV/Å: 3.14
<S²>: 3.762
LUMO level (alpha / beta), Eh: -0.38333 / -0.48954
Multiplicity: 4

Geometry (Å):
C 3.517 2.139 -1.083
C 2.953 3.240 -0.290
H 4.363 1.672 -0.586
H 3.838 2.416 -2.089
H 2.768 1.363 -1.210
H 2.049 2.990 0.267
H 3.673 3.610 0.451
H 2.729 4.094 -0.945
Re -0.782 -0.066 0.304
C -0.742 0.995 -1.439
H -1.450 1.835 -1.409
H -1.023 0.340 -2.276
H 0.267 1.385 -1.613
I 1.551 -0.215 1.354
C -2.409 -4.227 1.225
O -1.452 -3.962 0.133
C -1.078 -2.717 -0.144
O -0.077 -2.409 -0.803
N -1.845 -1.674 0.408
N -1.840 1.121 1.282
H -3.425 -3.928 0.937
H -2.116 -3.716 2.147
H -2.412 -5.304 1.395
H -2.729 -1.961 0.806
H -2.661 1.604 0.936
H -1.668 1.373 2.242


Computed, not measured: a structure of composition C5H15IN2O2Ti in a non-equilibrium geometry, with wB97M-V/def2-TZVPD.

Strongest force on any atom, eV/Å: 9.29
<S²>: 2.010
LUMO level (alpha / beta), Eh: -0.00766 / -0.04103
Multiplicity: 3

Geometry (Å):
C 3.172 0.893 -1.017
C 3.231 -1.450 -0.017
H 2.483 0.660 -1.915
H 4.269 0.543 -1.195
H 3.164 1.877 -0.372
H 2.268 -1.880 -0.535
H 4.195 -1.453 -0.750
H 3.502 -1.293 1.077
Ti 2.218 0.256 0.357
C 1.134 -1.552 1.475
H 0.824 -2.322 0.731
H 0.234 -1.331 2.073
H 1.839 -2.071 2.160
I 3.487 1.370 2.305
C -2.507 2.194 -1.127
O -1.209 1.618 -1.495
C -0.431 1.301 -0.512
O 0.661 0.663 -0.770
N -0.747 1.621 0.714
N 0.184 1.212 1.733
H -3.102 1.487 -0.528
H -2.997 2.366 -2.085
H -2.396 3.150 -0.592
H -1.690 1.994 0.929
H 0.448 2.042 2.271
H -0.341 0.653 2.410


Computed, not measured: an isolated molecule of C5H15N2 in a non-equilibrium geometry, with wB97M-V/def2-TZVPD.

Strongest force on any atom, eV/Å: 1.32
<S²>: 0.751
LUMO level (alpha / beta), Eh: 0.02888 / 0.02393
Multiplicity: 2

Geometry (Å):
C -0.777 -1.419 -0.248
N -1.716 -0.677 0.555
C -2.034 -1.263 1.854
C 0.687 -0.994 0.028
N 0.775 0.473 0.171
C 0.713 1.283 -1.067
C 1.968 2.144 -1.282
H -0.923 -1.221 -1.307
H -0.850 -2.493 -0.034
H -2.475 -0.240 0.062
H -2.631 -0.539 2.401
H -1.113 -1.442 2.385
H -2.657 -2.158 1.772
H 1.232 -1.274 -0.864
H 1.067 -1.436 0.941
H 1.591 0.683 0.836
H -0.015 0.739 0.782
H -0.135 1.944 -0.943
H 0.485 0.687 -1.945
H 2.805 1.805 -0.677
H 2.231 2.193 -2.328
H 1.770 3.204 -1.091


Computed, not measured: the ion C5H15N2 with charge +1 in a non-equilibrium geometry, with wB97M-V/def2-TZVPD.

Net charge: +1
Strongest force on any atom, eV/Å: 2.67
SMILES: CC[NH2+]CCNC
LUMO level, Eh: -0.10456

Geometry (Å):
C -1.517 2.385 -0.643
C -0.320 1.614 -1.139
N -0.394 0.122 -0.912
C 0.930 -0.662 -1.108
C 1.529 -0.919 0.305
N 0.538 -0.741 1.342
C -0.024 -1.967 1.897
H -1.778 3.235 -1.291
H -2.448 1.866 -0.429
H -1.426 2.841 0.347
H -0.151 1.783 -2.205
H 0.547 1.927 -0.503
H -1.125 -0.222 -1.524
H -0.570 -0.215 0.093
H 1.488 -0.121 -1.909
H 0.430 -1.623 -1.332
H 1.861 -1.979 0.413
H 2.336 -0.221 0.453
H 0.895 -0.157 2.082
H -0.559 -2.517 1.099
H 0.669 -2.629 2.427
H -0.913 -1.800 2.536


Computed, not measured: a cluster of 3 separate species, C5H15N2 in total in a non-equilibrium geometry, with wB97M-V/def2-TZVPD.

Net charge: +1
Strongest force on any atom, eV/Å: 2.79
LUMO level, Eh: -0.32806

Geometry (Å):
N -1.351 1.347 0.320
C -3.385 0.299 3.101
C -2.701 -0.572 2.350
N 0.332 -0.589 -1.063
C 2.249 0.716 -1.964
C 1.639 -0.650 -1.561
C 2.550 -1.406 -0.564
H -2.099 1.570 -0.310
H -0.709 0.745 -0.168
H -0.975 2.213 0.698
H -2.922 1.222 3.428
H -4.429 0.227 3.371
H -1.701 -0.357 2.023
H -3.211 -1.464 2.015
H -0.269 -0.461 -1.899
H 3.319 0.616 -2.102
H 1.918 1.477 -1.260
H 1.816 1.049 -2.913
H 1.588 -1.263 -2.486
H 3.391 -1.824 -1.116
H 3.033 -0.759 0.169
H 1.915 -2.134 -0.069


Computed, not measured: the ion C5H15N2 with charge +1 in a non-equilibrium geometry, with wB97M-V/def2-TZVPD.

Net charge: +1
Strongest force on any atom, eV/Å: 2.83
SMILES: CCN(C)CC[NH3+]
LUMO level, Eh: -0.12389

Geometry (Å):
C 1.102 1.900 1.110
C 0.429 0.589 1.523
N -0.301 -0.003 0.381
C -1.733 0.258 0.470
C 0.089 -1.375 0.160
C 0.666 -1.476 -1.319
N -0.020 -0.407 -2.148
H 0.453 2.420 0.397
H 1.390 2.575 1.913
H 2.012 1.722 0.514
H 1.112 -0.073 2.052
H -0.251 0.895 2.333
H -2.243 0.351 -0.494
H -1.964 1.123 1.097
H -2.262 -0.502 1.046
H 0.900 -1.775 0.761
H -0.708 -2.133 0.168
H 0.477 -2.420 -1.819
H 1.721 -1.221 -1.315
H 0.281 0.500 -1.784
H -0.130 -0.520 -3.154
H -1.018 -0.428 -1.892


The following ΔE to the lowest compared entry with this formula, charge and spin values (in kJ/mol) correspond, in order, to the records above: 0.0; 227.4; 223.8; 136.8; 666.2; 158.5.
The following E values (in eV) correspond, in order, to the records above: -22712.89695; -43712.53370; -8404.39858; -8401.25884; -8395.77154; -8401.03396.